Entry from OMol25: a molecular structure, C54H77Br2F3MoN2OP2Si4Te (ωB97M-V/def2-TZVPD).

Element x y z (Å)
Mo -0.073 0.437 0.794
C -1.386 -4.535 -0.549
C -1.231 -3.010 -0.559
C -2.567 -2.362 -0.918
P -0.456 -2.197 0.916
C 0.660 -3.567 1.500
C 1.175 -3.516 2.945
C 1.793 -3.804 0.497
C -1.659 -2.171 2.279
C -2.685 -3.073 2.518
C -3.474 -2.985 3.662
C -4.591 -3.963 3.914
C -3.192 -1.966 4.567
C -2.166 -1.058 4.348
C -1.389 -1.156 3.200
N -0.363 -0.242 2.881
C 0.546 0.163 3.825
C 0.810 -0.325 5.066
C 2.070 -0.154 5.811
C 3.227 0.442 5.465
C 4.449 0.363 6.335
C 3.348 1.323 4.230
C 2.877 0.586 2.904
P 3.175 0.897 1.059
C 4.043 2.499 0.635
C 3.143 3.459 -0.157
C 4.785 3.216 1.759
C 4.517 -0.279 0.550
C 5.865 -0.071 1.239
C 4.654 -0.252 -0.980
H -1.837 -4.824 -1.501
H -2.050 -4.889 0.240
H -0.444 -5.073 -0.468
H -0.520 -2.753 -1.350
H -3.325 -2.558 -0.154
H -2.920 -2.777 -1.862
H -2.479 -1.285 -1.028
H -0.037 -4.403 1.444
H 2.250 -3.352 2.968
H 0.982 -4.473 3.433
H 0.707 -2.746 3.557
H 2.525 -2.996 0.541
H 1.441 -3.866 -0.534
H 2.314 -4.735 0.731
H -2.906 -3.847 1.795
H -4.781 -4.578 3.035
H -5.519 -3.450 4.172
H -4.349 -4.631 4.743
H -3.800 -1.870 5.461
H -1.983 -0.255 5.050
H 0.126 -1.053 5.483
H 2.088 -0.697 6.752
H 4.261 -0.223 7.234
H 4.788 1.358 6.640
H 5.283 -0.098 5.797
H 4.306 1.841 4.204
H 4.801 2.141 -0.063
H 2.577 4.119 0.503
H 2.435 2.926 -0.795
H 3.755 4.101 -0.795
H 4.110 3.560 2.540
H 5.281 4.104 1.357
H 5.547 2.585 2.217
H 4.148 -1.273 0.797
H 6.350 0.842 0.887
H 6.538 -0.901 1.012
H 5.773 -0.001 2.325
H 5.181 0.637 -1.332
H 3.680 -0.285 -1.474
H 5.230 -1.119 -1.311
C 2.991 -0.932 2.967
C 1.450 1.196 3.227
C 2.057 2.188 4.217
C 2.060 3.606 3.809
C 1.312 4.050 2.789
C 1.070 5.430 2.438
Br 1.898 6.795 3.444
C 0.207 5.748 1.456
C -0.438 4.750 0.653
Br -1.768 5.321 -0.527
C -0.155 3.409 0.798
O -0.572 2.396 0.100
C 0.664 3.058 1.935
N 0.740 1.776 2.101
H 4.038 -1.236 2.953
H 2.479 -1.396 2.122
H 2.543 -1.322 3.870
H 1.569 2.161 5.195
H 2.566 4.316 4.455
H -0.023 6.787 1.266
F -9.533 0.290 -0.743
C -8.903 -0.641 -0.007
F -9.059 -1.815 -0.654
F -9.573 -0.752 1.154
C -7.454 -0.311 0.205
C -6.761 0.411 -0.757
C -5.409 0.660 -0.590
C -4.736 0.182 0.537
C -5.450 -0.528 1.507
C -6.802 -0.774 1.340
C -3.322 0.358 0.668
C -2.110 0.393 0.725
H -7.277 0.780 -1.633
H -4.860 1.229 -1.329
H -4.928 -0.884 2.386
H -7.352 -1.325 2.091
C 0.355 3.689 -3.544
Si -0.924 2.516 -4.220
C -2.571 2.653 -3.363
C -1.155 2.885 -6.048
Si -0.102 0.374 -4.033
Te 0.629 -0.120 -1.701
Si -1.582 -1.271 -4.750
C -0.899 -2.963 -4.323
C -3.271 -1.005 -3.982
C -1.787 -1.186 -6.612
Si 1.988 0.129 -5.044
C 1.860 0.311 -6.903
C 2.679 -1.566 -4.656
C 3.153 1.436 -4.375
H -0.002 4.719 -3.581
H 1.276 3.623 -4.126
H 0.590 3.447 -2.504
H -3.001 3.644 -3.537
H -2.462 2.506 -2.287
H -3.272 1.906 -3.742
H -1.576 3.885 -6.189
H -1.831 2.170 -6.523
H -0.202 2.846 -6.580
H -0.356 -2.944 -3.377
H -0.203 -3.298 -5.096
H -1.702 -3.702 -4.247
H -3.204 -0.625 -2.962
H -3.839 -1.939 -3.957
H -3.840 -0.281 -4.572
H -0.860 -1.431 -7.135
H -2.101 -0.193 -6.939
H -2.552 -1.901 -6.930
H 1.265 -0.494 -7.340
H 2.857 0.275 -7.351
H 1.396 1.257 -7.189
H 2.192 -2.338 -5.257
H 2.531 -1.819 -3.604
H 3.751 -1.593 -4.868
H 3.039 2.379 -4.914
H 4.193 1.113 -4.473
H 2.955 1.629 -3.317

Forces on the atoms, in the same order (eV/Å):
Mo -0.7658 0.1241 0.5407
C 0.0059 0.0184 -0.0482
C -0.1092 -0.0144 -0.0467
C 0.0283 -0.0652 -0.0066
P -0.3649 -0.0286 0.1601
C 0.1760 0.0819 -0.1955
C -0.0624 -0.0889 0.0385
C -0.0069 -0.0223 0.0195
C 0.1985 -0.0067 0.0465
C -0.0895 0.0007 -0.0010
C 0.0179 -0.0361 -0.0363
C 0.0279 0.0292 0.0026
C 0.0344 0.0765 0.0162
C -0.1618 -0.0326 0.0656
C 0.2598 0.0709 -0.0909
N -0.0560 -0.0228 -0.0380
C -0.0710 -0.1186 -0.2223
C 0.0730 0.0325 0.2561
C -0.1535 -0.0724 -0.0766
C 0.0415 0.0949 -0.0544
C -0.0069 -0.0253 -0.0224
C 0.0034 -0.0864 0.0338
C -0.0738 0.1406 -0.0419
P -0.0096 -0.0072 0.1435
C -0.1885 0.1265 0.0435
C 0.0052 0.0057 0.0526
C 0.0715 -0.0007 -0.0362
C 0.1132 -0.0654 -0.0625
C 0.0113 -0.0306 -0.0267
C 0.0019 0.0005 0.0279
H 0.0008 -0.0062 0.0121
H -0.0044 -0.0062 0.0195
H 0.0152 0.0113 0.0003
H -0.0289 0.0063 0.0516
H 0.0198 0.0239 -0.0298
H -0.0089 -0.0528 -0.0005
H 0.0450 -0.0469 -0.0197
H 0.0237 -0.0611 -0.0054
H -0.0201 -0.0399 0.0068
H 0.0039 0.0013 -0.0015
H -0.0314 0.0236 -0.0212
H -0.0065 0.0376 -0.0011
H -0.0052 0.0200 0.0057
H -0.0019 0.0047 0.0150
H 0.0249 -0.0374 0.0146
H -0.0026 0.0037 -0.0054
H 0.0040 0.0107 -0.0063
H 0.0002 -0.0052 0.0031
H 0.0051 0.0081 0.0014
H -0.0144 -0.0123 -0.0004
H 0.0591 -0.0215 0.0215
H -0.0193 -0.0054 0.0003
H -0.0014 -0.0060 0.0013
H -0.0132 0.0095 0.0022
H -0.0018 -0.0009 -0.0069
H 0.0143 0.0091 -0.0126
H 0.0040 -0.0083 -0.0559
H 0.0056 -0.0186 -0.0130
H 0.0076 -0.0214 -0.0107
H -0.0003 0.0151 0.0218
H -0.0351 0.0216 0.0081
H 0.0090 -0.0149 -0.0005
H -0.0236 -0.0053 0.0193
H -0.0307 0.0076 0.0311
H -0.0097 0.0052 -0.0014
H 0.0088 0.0074 -0.0153
H -0.0118 -0.0141 0.0011
H -0.0025 -0.0020 -0.0012
H 0.0064 -0.0186 0.0207
H 0.0319 0.0067 0.0059
C -0.0045 0.0114 0.0552
C 0.0051 0.0489 -0.1779
C 0.0816 -0.0327 -0.0009
C 0.0095 0.0096 0.1529
C 0.0077 -0.0939 -0.1909
C -0.0825 0.0507 0.0028
Br 0.0581 0.0239 0.0242
C 0.0061 0.0473 0.0398
C 0.0217 -0.4046 0.1274
Br -0.0747 -0.0212 -0.3427
C -0.0771 0.0883 -0.1360
O 0.3087 0.1882 0.1120
C -0.0584 0.1817 -0.0168
N 0.3960 0.1549 0.6063
H 0.0050 -0.0091 -0.0046
H 0.0212 0.0458 -0.0207
H 0.0344 -0.0151 -0.0436
H -0.0152 0.0363 -0.0019
H 0.0343 -0.0093 -0.0192
H -0.0063 -0.0126 -0.0838
F -0.0253 0.0177 -0.0262
C 0.0815 0.0519 0.0281
F -0.0066 -0.0310 -0.0159
F -0.0164 -0.0091 0.0231
C -0.0524 -0.0164 -0.0190
C 0.0398 0.0308 0.0081
C -0.0256 -0.0016 -0.0178
C 0.1332 -0.0143 -0.0147
C -0.0214 -0.0247 0.0297
C 0.0506 -0.0050 0.0341
C -0.2666 0.0967 0.0420
C 0.1487 -0.0819 0.0250
H 0.0015 0.0003 -0.0028
H 0.0109 -0.0176 -0.0284
H 0.0001 -0.0162 -0.0116
H -0.0018 -0.0010 0.0050
C 0.0742 0.1005 0.1744
Si 0.0094 0.0964 -0.2544
C -0.1575 0.0656 0.1413
C -0.0411 0.0285 -0.1081
Si -0.1087 -0.0798 0.0071
Te 0.5784 -0.4607 -0.5386
Si -0.0199 0.0230 -0.0446
C 0.0605 -0.1219 0.0692
C -0.1298 0.0750 0.0644
C -0.0366 0.0170 -0.1479
Si -0.0218 0.0342 0.0402
C 0.0017 0.0203 -0.1679
C 0.0327 -0.1628 0.0525
C 0.0788 0.1110 0.0905
H -0.0133 0.0968 0.0187
H -0.0317 0.0202 0.0176
H -0.0127 0.0072 0.0236
H -0.0245 -0.0041 0.0562
H 0.0036 0.0020 0.0712
H 0.0236 0.0352 -0.0145
H 0.0091 -0.0139 0.0008
H 0.0025 0.0261 -0.0008
H -0.0244 0.0130 -0.0011
H -0.0168 -0.0287 -0.0168
H -0.0109 0.0028 0.0189
H 0.0159 -0.0214 -0.0168
H -0.0286 0.0036 -0.0397
H -0.0318 0.0273 -0.0291
H 0.0105 -0.0234 0.0031
H -0.0142 -0.0121 0.0052
H -0.0104 -0.0244 -0.0009
H 0.0144 0.0081 -0.0282
H 0.0222 0.0068 -0.0075
H -0.0168 -0.0032 -0.0245
H 0.0282 -0.0063 -0.0001
H 0.0123 0.0098 0.0104
H 0.0419 0.0034 -0.0073
H -0.0058 -0.0354 -0.0213
H 0.0186 -0.0161 0.0048
H 0.0003 0.0185 -0.0261
H 0.0315 -0.0116 -0.0096

As for the total charge: 0. The lowest unoccupied orbital energy (alpha / beta) is -1.39 / -1.49 eV. Its spin multiplicity is 3. Its orbital gap (alpha / beta) is 5.42 / 5.53 eV. The energy above the lowest of the compared OMol25 structures with the same formula, charge and spin is 412.1 kJ/mol.

=====

Entry from OMol25: 2 unconnected molecules or ions with the total composition H4O2 at a distorted geometry (ωB97M-V/def2-TZVPD).

Element x y z (Å)
O 0.493 1.320 0.529
H 0.507 0.509 0.021
H -0.386 1.352 0.907
O -0.141 -0.679 -0.542
H 0.503 -1.355 -0.332
H -0.976 -1.147 -0.583

Forces on the atoms, in the same order (eV/Å):
O 0.8626 1.7891 0.9306
H -0.2737 0.5288 0.1251
H -0.0748 -0.0187 0.0356
O -0.4159 -1.9221 -1.0334
H 0.2365 -0.3743 0.0088
H -0.3347 -0.0028 -0.0667

As for the total charge: 0. The lowest unoccupied orbital energy is 0.49 eV. Its orbital gap is 10.84 eV. The energy above the lowest of the compared OMol25 structures with the same formula, charge and spin is 57.9 kJ/mol.

=====

Entry from OMol25: a molecular structure, C3HLiNdO4 at a distorted geometry (ωB97M-V/def2-TZVPD).

Element x y z (Å)
O 2.000 0.755 -0.064
C 1.680 -0.438 -0.474
O 0.400 -0.802 -0.154
O 2.578 -1.183 -0.045
Nd 0.623 2.638 0.201
C -0.478 0.185 0.033
C -1.797 -0.152 0.081
O -2.934 -0.253 0.065
Li -5.109 -0.768 -0.116
H 3.036 0.020 0.474

Forces on the atoms, in the same order (eV/Å):
O -1.2530 5.8278 -0.5952
C 1.3828 -2.5947 6.5804
O -1.1923 -0.3610 -2.2964
O 0.3744 -0.0463 -1.5436
Nd 1.0620 -1.0019 -0.2223
C 1.0827 1.0458 -0.2824
C -1.6442 -0.7237 -0.1248
O 1.4073 0.1499 0.1806
Li -1.0144 -0.3503 -0.0413
H -0.2053 -1.9456 -1.6550

As for the total charge: +4. The lowest unoccupied orbital energy (alpha / beta) is -20.59 / -19.39 eV. Its spin multiplicity is 5. Its orbital gap (alpha / beta) is 6.03 / 8.42 eV.